The following is a quantum chemistry calculation of a 8-piece molecular cluster, C46H53FO2P overall at a distorted geometry, from the Open Molecules 2025 dataset.

Results
Lowest unoccupied orbital energy   0.0638 Eh
Strongest force on any atom   1.62 eV Å⁻¹

```
! wB97M-V def2-TZVPD RIJCOSX def2/J DEFGRID3
* xyz -1 1
F -5.79 -1.03 -2.13
C -6.53 -1.57 -3.20
C -6.86 -0.45 -4.19
C -8.14 0.37 -3.88
C -8.50 0.62 -2.40
O -9.43 -0.36 -2.02
P -10.28 -1.06 -3.43
O -9.30 -0.07 -4.54
H -5.92 -2.32 -3.70
H -7.41 -2.04 -2.77
H -6.99 -0.85 -5.19
H -6.01 0.25 -4.14
H -7.93 1.35 -4.33
H -7.65 0.53 -1.71
H -8.86 1.65 -2.36
H -10.92 -1.96 -2.49
H -11.25 0.01 -3.29
H -11.10 -1.60 -4.49
H -9.27 -2.09 -3.62
C -4.55 3.65 0.12
C -4.97 2.36 -0.20
C -4.80 1.86 -1.48
C -4.21 2.66 -2.46
C -3.78 3.94 -2.15
C -3.95 4.44 -0.86
H -4.68 4.03 1.12
H -5.43 1.74 0.57
H -5.14 0.86 -1.73
H -4.08 2.27 -3.46
H -3.32 4.55 -2.91
H -3.62 5.44 -0.62
C -5.17 -2.18 0.88
C -5.84 -1.70 1.99
C -5.74 -2.36 3.21
C -4.95 -3.50 3.31
C -4.27 -3.98 2.20
C -4.38 -3.32 0.98
H -5.25 -1.67 -0.07
H -6.45 -0.81 1.91
H -6.28 -1.99 4.07
H -4.87 -4.01 4.26
H -3.66 -4.87 2.29
H -3.86 -3.70 0.12
C -0.47 3.83 -1.31
C 0.36 4.43 -0.37
C 1.64 4.84 -0.73
C 2.09 4.65 -2.03
C 1.26 4.05 -2.97
C -0.01 3.64 -2.60
H -1.46 3.52 -1.03
H 0.01 4.58 0.65
H 2.29 5.30 0.01
H 3.09 4.97 -2.30
H 1.61 3.90 -3.98
H -0.66 3.17 -3.33
C 4.19 3.42 3.63
C 3.32 3.69 2.58
C 2.68 2.65 1.93
C 2.89 1.34 2.34
C 3.75 1.07 3.39
C 4.41 2.11 4.03
H 4.70 4.24 4.13
H 3.15 4.71 2.26
H 2.00 2.86 1.11
H 2.38 0.53 1.84
H 3.92 0.05 3.71
H 5.09 1.91 4.85
C 3.70 -3.20 4.04
C 3.05 -2.74 5.18
C 3.17 -3.44 6.38
C 3.95 -4.59 6.44
C 4.60 -5.04 5.30
C 4.47 -4.36 4.10
H 3.60 -2.66 3.11
H 2.45 -1.84 5.14
H 2.66 -3.08 7.27
H 4.04 -5.13 7.37
H 5.20 -5.94 5.35
H 4.97 -4.71 3.21
C 7.73 -6.47 -0.63
C 7.12 -6.99 0.51
C 7.06 -6.23 1.67
C 7.59 -4.95 1.69
C 8.19 -4.43 0.55
C 8.27 -5.19 -0.61
H 7.79 -7.07 -1.53
H 6.70 -7.99 0.49
H 6.58 -6.63 2.55
H 7.53 -4.35 2.59
H 8.61 -3.43 0.56
H 8.74 -4.79 -1.49
C 5.50 3.14 -2.34
C 6.32 3.74 -1.39
C 7.61 4.14 -1.74
C 8.07 3.95 -3.04
C 7.24 3.35 -3.98
C 5.96 2.94 -3.63
H 4.51 2.83 -2.06
H 5.96 3.90 -0.38
H 8.25 4.61 -1.01
H 9.06 4.27 -3.31
H 7.60 3.20 -4.99
H 5.32 2.47 -4.37
*
```

=====

The following is a quantum chemistry calculation of C4H3ErLi2O2 as an isolated structure at a distorted geometry, from the Open Molecules 2025 dataset.

Results
⟨S²⟩   3.79
Lowest unoccupied orbital energy (alpha / beta)   -0.3226 / -0.3174 Eh
Strongest force on any atom   3.38 eV Å⁻¹

```
! wB97M-V def2-TZVPD RIJCOSX def2/J DEFGRID3
* xyz 2 4
O 3.04 -0.13 -0.44
C 1.74 0.26 -0.46
C 0.70 -0.49 -0.03
Er 4.87 0.04 1.12
Li -0.34 -2.13 -0.53
H 1.64 1.37 -0.53
C -1.76 -0.36 0.49
C -0.64 0.12 -0.13
O -2.97 0.13 0.44
H -1.63 -1.26 1.13
H -0.79 1.01 -0.77
Li -3.87 1.42 -0.28
*
```

=====

The following is a quantum chemistry calculation of a 3-piece molecular cluster, C12H34O6P2 overall, from the Open Molecules 2025 dataset.

Results
SMILES   CP(O)[PH3]CCCO.COCCOC.COCCOC
Lowest unoccupied orbital energy   0.0240 Eh
Strongest force on any atom   0.38 eV Å⁻¹

```
! wB97M-V def2-TZVPD RIJCOSX def2/J DEFGRID3
* xyz 0 1
C -1.12 0.84 -0.63
P -1.92 -0.10 -2.00
O -3.53 0.19 -1.69
P -1.62 -2.13 -1.01
C -1.27 -3.78 -0.14
C -1.09 -3.67 1.38
C 0.02 -2.69 1.80
O -0.35 -1.83 2.87
H -0.32 0.23 -0.20
H -0.71 1.78 -0.99
H -1.84 1.04 0.17
H -3.83 -0.24 -0.89
H -2.70 -2.66 -1.77
H -2.00 -1.55 0.28
H -0.31 -2.09 -1.58
H -2.11 -4.46 -0.34
H -0.38 -4.24 -0.59
H -2.03 -3.36 1.83
H -0.83 -4.66 1.76
H 0.34 -2.07 0.95
H 0.88 -3.23 2.17
H -1.03 -1.23 2.55
C 4.84 -2.01 -4.46
O 5.19 -1.34 -3.26
C 4.29 -0.32 -2.89
C 3.35 -0.76 -1.79
O 2.48 -1.79 -2.22
C 2.87 -3.08 -1.79
H 5.51 -2.86 -4.56
H 3.81 -2.37 -4.43
H 4.97 -1.35 -5.32
H 3.70 0.01 -3.76
H 4.87 0.54 -2.54
H 2.74 0.09 -1.48
H 3.93 -1.09 -0.92
H 2.73 -3.18 -0.70
H 3.91 -3.29 -2.03
H 2.23 -3.80 -2.30
C -2.79 5.87 1.79
O -2.89 5.28 3.08
C -3.41 3.96 3.06
C -2.32 2.92 3.21
O -1.45 2.91 2.09
C -0.22 3.56 2.33
H -2.25 6.80 1.91
H -2.25 5.22 1.10
H -3.78 6.08 1.38
H -3.97 3.78 2.14
H -4.11 3.87 3.90
H -2.79 1.93 3.28
H -1.76 3.10 4.13
H 0.41 2.99 3.02
H -0.36 4.57 2.73
H 0.30 3.64 1.37
*
```

=====

The following is a quantum chemistry calculation of C20H30F2MnO10 as an isolated structure at a distorted geometry, from the Open Molecules 2025 dataset.

Results
⟨S²⟩   12.01
Lowest unoccupied orbital energy (alpha / beta)   -0.1103 / -0.3092 Eh
Strongest force on any atom   3.65 eV Å⁻¹

```
! wB97M-V def2-TZVPD RIJCOSX def2/J DEFGRID3
* xyz 1 7
Mn -0.83 0.19 -0.06
F -1.64 -1.73 -0.33
F -1.62 1.23 1.55
O -2.08 0.97 -1.70
C -2.86 0.43 -2.46
O -3.93 1.10 -2.90
C -4.74 0.39 -3.87
C -3.84 -0.72 -4.16
C -2.93 -0.95 -2.95
H -4.95 0.97 -4.77
H -5.66 -0.02 -3.45
H -3.21 -0.33 -4.96
H -4.35 -1.63 -4.45
H -1.93 -1.30 -3.19
H -3.42 -1.57 -2.19
O 0.44 -0.50 -1.85
C 1.48 -0.74 -2.48
O 2.55 -1.16 -1.87
C 3.56 -1.57 -2.72
C 3.22 -0.82 -4.07
C 1.71 -0.60 -3.98
H 3.60 -2.66 -2.78
H 4.58 -1.38 -2.38
H 3.46 -1.45 -4.92
H 3.74 0.14 -4.07
H 1.05 -1.27 -4.52
H 1.44 0.40 -4.32
O 0.35 2.00 -0.48
C 0.70 3.11 -0.13
O 1.18 4.07 -0.98
C 1.83 5.13 -0.27
C 1.08 5.13 1.01
C 0.73 3.65 1.27
H 1.89 6.17 -0.61
H 2.87 4.81 -0.25
H 0.18 5.75 0.96
H 1.72 5.51 1.80
H -0.21 3.47 1.79
H 1.51 3.17 1.85
O 0.03 -3.24 4.02
C -1.07 -2.95 3.54
O -1.84 -3.92 3.13
C -3.12 -3.36 2.69
C -3.18 -2.01 3.32
C -1.76 -1.53 3.37
H -4.02 -3.95 2.91
H -2.88 -3.32 1.63
H -3.63 -2.04 4.32
H -3.67 -1.20 2.78
H -1.47 -0.79 4.12
H -1.44 -1.22 2.38
O 0.84 -0.47 1.02
C 1.69 -0.44 1.87
O 2.26 0.69 2.34
C 3.17 0.40 3.43
C 2.86 -1.05 3.85
C 2.44 -1.64 2.51
H 2.96 1.08 4.26
H 4.20 0.52 3.12
H 2.12 -1.13 4.65
H 3.71 -1.56 4.29
H 1.81 -2.53 2.48
H 3.31 -1.74 1.86
*
```

=====

The following is a quantum chemistry calculation of CN3O3S as an isolated structure at a distorted geometry, from the Open Molecules 2025 dataset.

Results
Lowest unoccupied orbital energy   0.1284 Eh
Strongest force on any atom   4.87 eV Å⁻¹

```
! wB97M-V def2-TZVPD RIJCOSX def2/J DEFGRID3
* xyz -1 1
C 2.87 0.08 -0.06
N 4.01 0.11 -0.30
N -1.23 0.89 0.23
N -2.16 0.14 0.00
O -3.33 0.42 -0.03
O -1.88 -1.11 -0.25
O 1.67 0.10 0.44
S 0.04 -0.64 -0.03
*
```

=====

The following is a quantum chemistry calculation of C6H11NO as an isolated structure at a distorted geometry, from the Open Molecules 2025 dataset.

Results
Lowest unoccupied orbital energy (alpha / beta)   0.0152 / 0.0152 Eh
Strongest force on any atom   3.82 eV Å⁻¹

```
! wB97M-V def2-TZVPD RIJCOSX def2/J DEFGRID3
* xyz 0 1
C -1.22 -0.47 -0.66
C -1.49 -1.90 -1.01
C 0.72 2.02 0.24
C -0.59 -0.15 0.62
C 0.78 0.50 0.32
C 1.89 -0.07 0.94
O 0.45 -0.01 -1.37
N -1.03 -0.47 1.77
H 0.57 0.70 -2.02
H -1.88 0.28 -1.08
H -0.29 -0.27 2.46
H -1.78 -2.01 -2.06
H -0.62 -2.52 -0.81
H -2.31 -2.27 -0.38
H 1.51 2.38 -0.42
H -0.22 2.37 -0.19
H 0.86 2.47 1.23
H 1.94 -1.13 1.12
H 2.72 0.54 1.28
*
```